[1]
Molecular formula: C16H23NO6
Method: DFT, wB97M-V/def2-TZVPD

The LUMO energy comes out at -2.49 eV. Its relative energy (zero: lowest compared OMol25 entry of this formula, charge and spin) is 742.3 kJ/mol. The total energy comes out at -30733.06276 eV. For the gap between HOMO and LUMO, the calculation gives 4.52 eV. The calculation puts the highest occupied orbital energy at -0.2578 hartree.

XYZ file:
```
46
Properties=species:S:1:pos:R:3:lowdin_charge:R:1
C 3.41 -4.08 0.95 0.001
C 3.16 -2.55 0.53 -0.387
O 2.04 -2.01 0.80 0.014
O 4.13 -1.72 -0.09 -0.073
C 3.61 -1.18 -1.37 -0.182
C 3.56 0.42 -1.36 -0.160
C 2.30 1.05 -0.60 -0.176
C 0.87 0.65 -1.26 -0.161
C -0.30 0.91 -0.19 -0.135
N -1.48 0.00 -0.33 -0.016
C -1.78 -0.78 -1.52 0.049
C -2.99 -1.76 -1.62 0.046
C -3.93 -1.90 -0.40 -0.044
C -5.13 -2.94 -0.50 -0.365
O -6.03 -2.91 0.36 0.102
O -5.15 -3.87 -1.60 0.028
C -3.62 -1.03 0.84 0.096
C -2.37 -0.08 0.82 -0.079
C -2.15 0.78 2.16 -0.027
H 3.69 -4.05 2.07 0.102
H 2.38 -4.59 0.88 0.095
H 4.20 -4.61 0.32 0.089
H 4.41 -1.48 -2.16 0.131
H 2.65 -1.70 -1.69 0.118
H 4.51 0.77 -0.79 0.131
H 3.68 0.78 -2.43 0.117
H 2.29 0.77 0.50 0.116
H 2.41 2.20 -0.71 0.125
H 0.92 -0.49 -1.42 0.086
H 0.66 1.19 -2.25 0.125
H -0.67 2.01 -0.24 0.121
H 0.18 0.75 0.85 0.136
H -1.12 -0.71 -2.45 0.138
H -3.13 -2.34 -2.60 0.118
H -5.45 -3.33 -2.38 0.130
H -4.27 -1.08 1.79 0.129
H -2.44 1.87 1.89 0.120
H -2.83 0.46 3.02 0.091
H -1.06 0.82 2.51 0.094
C -0.17 5.60 1.68 -0.055
C 0.50 4.43 0.97 -0.770
O -0.23 3.82 0.14 -0.124
O 1.69 4.22 1.29 -0.075
H -1.20 5.73 1.36 0.054
H -0.16 5.43 2.76 0.062
H 0.38 6.53 1.47 0.065
```

---

[2]
Molecular formula: C4H3NO
Method: DFT, wB97M-V/def2-TZVPD

The LUMO energy comes out at -1.58 eV. Its relative energy (zero: lowest compared OMol25 entry of this formula, charge and spin) is 51.7 kJ/mol. The total energy comes out at -7732.20807 eV. For the gap between HOMO and LUMO, the calculation gives 8.79 eV. The calculation puts the highest occupied orbital energy at -0.3811 hartree. The SMILES is O=C1C=CC=N1.

XYZ file:
```
9
Properties=species:S:1:pos:R:3:lowdin_charge:R:1
O -2.44 -0.18 -0.13 0.103
C -1.20 -0.17 0.10 -0.444
C -0.32 0.96 0.09 0.002
C 0.92 0.50 -0.04 -0.004
C 0.77 -0.96 -0.08 -0.080
N -0.45 -1.33 0.18 0.121
H -0.59 1.95 0.21 0.098
H 1.87 0.98 -0.11 0.099
H 1.45 -1.75 -0.23 0.105
```

---

[3]
Molecular formula: C36H54NO30
Method: DFT, wB97M-V/def2-TZVPD

Its net charge is -1. The LUMO energy comes out at 1.43 eV. Its relative energy (zero: lowest compared OMol25 entry of this formula, charge and spin) is 396.4 kJ/mol. The total energy comes out at -101107.87619 eV. For the gap between HOMO and LUMO, the calculation gives 9.08 eV. The calculation puts the highest occupied orbital energy at -0.2812 hartree.

XYZ file:
```
121
Properties=species:S:1:pos:R:3:lowdin_charge:R:1
N 0.16 -0.10 -0.19 -0.588
O 1.04 0.32 0.66 -0.092
O -0.42 0.59 -0.92 0.021
O -0.29 -1.28 0.03 -0.069
C 5.05 1.05 2.31 -0.017
C 3.90 1.69 1.82 -0.292
C 2.88 2.34 2.88 -0.009
O 2.85 3.76 2.58 0.082
C 3.57 3.99 1.57 -0.569
O 3.88 5.23 1.19 -0.001
O 4.11 2.91 1.06 0.092
H 4.88 0.31 3.09 0.090
H 5.83 1.77 2.53 0.114
H 5.37 0.18 1.64 0.118
H 3.20 1.23 1.08 0.136
H 3.38 2.41 3.84 0.132
H 1.99 1.83 2.96 0.083
C -0.22 -3.50 -2.59 0.017
C -0.10 -3.51 -4.20 -0.255
C 0.79 -2.45 -4.83 -0.073
O 1.94 -3.19 -5.23 0.108
C 1.75 -4.42 -4.97 -0.781
O 2.61 -5.24 -5.11 0.150
O 0.66 -4.65 -4.50 0.161
H -0.74 -4.48 -2.25 0.105
H -0.82 -2.68 -2.12 0.070
H 0.81 -3.68 -2.32 0.073
H -1.07 -3.35 -4.65 0.142
H 1.11 -1.72 -4.01 0.160
H 0.29 -2.11 -5.64 0.097
C -0.20 3.43 0.83 0.018
C -0.68 4.54 1.77 -0.207
C -0.02 5.86 1.57 -0.047
O -1.14 6.61 0.96 0.110
C -2.23 5.90 1.09 -0.713
O -3.29 6.32 0.45 0.012
O -2.11 4.82 1.50 0.179
H -0.66 2.43 0.98 0.077
H 0.72 3.12 0.94 0.019
H -0.53 3.56 -0.11 0.056
H -0.61 4.14 2.79 0.153
H 0.98 5.71 0.99 0.167
H 0.42 6.28 2.47 0.127
C 1.93 -3.55 1.74 -0.019
C 2.40 -2.37 2.52 -0.346
C 1.89 -2.41 4.05 -0.060
O 3.07 -2.33 4.84 0.075
C 4.11 -2.45 4.03 -0.493
O 5.27 -2.51 4.54 0.071
O 3.74 -2.61 2.71 0.048
H 2.34 -4.56 2.09 0.125
H 2.26 -3.64 0.74 0.064
H 0.82 -3.40 1.93 0.097
H 2.25 -1.37 2.05 0.138
H 1.24 -3.27 4.23 0.123
H 1.22 -1.47 4.08 0.134
C -3.36 -1.02 -1.67 0.034
C -3.72 -0.18 -0.41 -0.252
C -3.65 1.39 -0.63 -0.141
O -4.89 1.93 -0.68 0.111
C -5.70 0.84 -0.45 -0.515
O -6.93 1.06 -0.48 0.103
O -5.09 -0.27 -0.15 0.099
H -3.55 -2.06 -1.50 0.100
H -2.40 -0.75 -1.94 0.037
H -3.92 -0.76 -2.32 -0.015
H -3.15 -0.58 0.49 0.141
H -2.78 1.66 -1.33 0.136
H -3.06 1.59 0.28 0.104
C -4.82 -4.11 2.82 0.033
C -3.81 -3.27 1.79 -0.185
C -2.47 -2.84 2.42 -0.225
O -1.69 -3.88 2.25 0.025
C -2.17 -4.62 1.16 -0.474
O -1.33 -5.31 0.49 0.071
O -3.38 -4.28 0.89 0.107
H -5.15 -3.51 3.42 -0.054
H -4.32 -4.75 3.59 0.106
H -5.70 -4.60 2.42 0.088
H -4.28 -2.21 1.37 0.184
H -2.59 -2.70 3.76 0.222
H -2.17 -1.93 1.97 0.071
C -1.30 0.55 3.35 -0.005
C -2.69 0.81 3.79 -0.293
C -3.48 2.10 3.41 -0.069
O -4.72 1.62 3.01 0.096
C -4.74 0.28 3.12 -0.547
O -5.76 -0.40 2.90 0.108
O -3.58 -0.23 3.45 0.092
H -1.26 0.59 2.39 -0.008
H -0.99 -0.45 3.70 0.097
H -0.57 1.28 3.75 0.115
H -2.57 0.80 4.87 0.148
H -2.99 2.65 2.53 0.144
H -3.53 2.77 4.23 0.121
C 4.57 -1.29 -4.19 0.004
C 4.30 -0.21 -3.04 -0.272
C 4.07 -0.84 -1.65 0.014
O 5.20 -0.27 -0.86 0.095
C 5.90 0.46 -1.62 -0.556
O 7.03 1.07 -1.29 0.003
O 5.47 0.55 -2.87 0.088
H 3.63 -1.22 -4.55 -0.009
H 5.06 -2.37 -3.84 0.145
H 5.50 -0.89 -4.92 0.147
H 3.51 0.42 -3.42 0.127
H 4.29 -1.78 -1.67 0.055
H 3.13 -0.71 -1.03 0.152
C -1.75 3.59 -4.69 0.043
C -0.75 2.54 -3.95 -0.263
C -1.02 1.16 -4.39 -0.100
O 0.29 0.71 -4.75 0.036
C 1.08 1.83 -4.82 -0.591
O 2.19 1.78 -5.26 0.152
O 0.52 2.91 -4.41 0.153
H -1.60 3.64 -5.72 0.075
H -1.43 4.48 -4.41 0.032
H -2.71 3.31 -4.63 0.041
H -1.09 2.53 -2.84 0.165
H -1.42 0.83 -5.28 0.119
H -1.29 0.60 -3.47 0.122
```